No. 1
Computed, not measured: 2 unconnected molecules or ions with the total composition C4H12OS in a non-equilibrium geometry, with the ωB97M-V functional and the def2-TZVPD basis.

Atoms and positions in Å:
S -0.9183 -0.1273 -2.0880
O 1.2576 -0.2038 1.7650
C 2.2974 -0.3742 2.6822
C -2.6803 0.3860 -1.7491
C -2.7399 1.6647 -0.9561
C 3.5143 -1.1095 2.0894
H 1.0322 -1.1263 1.3927
H 2.5415 0.5874 3.0318
H -0.5324 -0.8432 -1.0318
H -2.5332 1.3921 0.1735
H 4.2947 -0.9155 2.8661
H -1.9430 2.3697 -1.2799
H 3.7946 -0.7661 1.1182
H -3.5379 2.3729 -1.0042
H -3.3038 -0.4628 -1.3006
H -2.9746 0.6198 -2.8110
H 2.0319 -0.7997 3.6280
H 3.4147 -2.1636 2.1056

Forces on the atoms, in the same order (eV/Å):
S -0.92 0.65 -0.23
O -1.69 -2.34 -1.53
C 1.28 -0.78 -0.50
C -1.16 -0.78 -1.28
C 2.96 0.33 3.14
C 0.10 1.28 2.46
H 0.57 2.11 1.06
H 0.66 1.61 -0.24
H -0.16 -0.21 0.60
H -0.44 0.85 -2.18
H -0.03 -0.09 -0.97
H 0.08 -0.62 0.30
H 0.28 0.40 -0.52
H -1.50 -0.58 -0.40
H 1.15 1.03 -0.78
H 0.03 -0.60 0.89
H -0.77 -1.11 0.41
H -0.45 -1.16 -0.23

Computed properties:
Electronic energy: -17214.818 eV
Spin multiplicity: 2
Relative energy (zero: lowest compared OMol25 entry of this formula, charge and spin): 48.6 kcal/mol
Net charge: +1
HOMO (alpha / beta): -0.4770 / -0.4769 hartree
Kohn-Sham gap (alpha / beta): 8.91 / 3.71 eV
LUMO level (alpha / beta): -4.07 / -9.27 eV



No. 2
Computed, not measured: 2 unconnected molecules or ions with the total composition C4H12OS2 in a non-equilibrium geometry, with the ωB97M-V functional and the def2-TZVPD basis.

Atoms and positions in Å:
S -0.0556 -1.0864 1.0262
S 0.4011 0.4004 -0.1925
O 3.0113 -0.8399 -2.5087
C -0.6641 2.6336 0.8032
C 0.7097 2.1035 0.6615
C -2.3638 -0.9868 -0.7189
C -1.8525 -1.4848 0.6126
H -2.0345 -2.5095 0.9434
H -2.3515 -0.9110 1.4156
H -1.4026 2.1454 1.4431
H 3.7173 -1.4100 -2.1902
H -2.8927 -0.0333 -0.7035
H -1.2522 2.7793 -0.1305
H -1.5956 -0.9929 -1.4924
H -3.1512 -1.6936 -1.0062
H -0.6833 3.6979 1.1187
H 3.0331 -0.0951 -1.9014
H 1.1436 1.9639 1.6425
H 1.3303 2.4466 -0.1799

Forces on the atoms, in the same order (eV/Å):
S -0.59 0.39 0.31
S -0.37 -0.09 -0.14
O -0.18 0.04 0.25
C -2.40 2.31 -1.11
C -0.35 -1.95 -0.27
C -0.58 -1.03 -0.52
C 0.10 1.22 1.16
H 0.42 -0.20 -0.74
H 0.33 -0.02 -0.12
H 0.76 -0.44 0.38
H 0.09 -0.14 -0.12
H 0.52 0.16 0.32
H 0.77 -0.55 0.02
H -0.22 -0.03 -0.06
H 0.25 0.00 -0.24
H 0.61 -0.47 0.32
H 0.11 0.10 -0.10
H 0.79 0.02 -0.20
H -0.07 0.66 0.85

Computed properties:
Electronic energy: -28051.778 eV
Spin multiplicity: 2
Relative energy (zero: lowest compared OMol25 entry of this formula, charge and spin): 18.7 kcal/mol
Net charge: +1
HOMO (alpha / beta): -0.5245 / -0.5307 hartree
Kohn-Sham gap (alpha / beta): 10.49 / 6.71 eV
LUMO level (alpha / beta): -3.79 / -7.73 eV



No. 3
Computed, not measured: 2 unconnected molecules or ions with the total composition C4H12S in a non-equilibrium geometry, with the ωB97M-V functional and the def2-TZVPD basis.

Atoms and positions in Å:
S 0.4271 -1.2311 -1.3925
C -1.2219 0.7616 1.9157
C -2.4018 1.6581 2.1462
C 1.9901 -0.8342 -0.5707
C 1.1491 -1.4481 -3.0099
H -1.9829 2.6399 1.9930
H -1.2013 0.8696 0.8735
H -2.7144 1.6276 3.1759
H 2.6474 -0.3896 -1.3215
H 0.5114 -1.9076 -3.6775
H 1.3600 -0.3691 -3.2746
H -0.2630 0.9786 2.2443
H 2.0919 -0.0314 0.1585
H -1.4456 -0.2033 2.2626
H 2.0461 -1.9922 -2.9789
H 2.4532 -1.7362 -0.2140
H -3.4454 1.6074 1.6697

Forces on the atoms, in the same order (eV/Å):
S -0.32 -0.10 1.09
C -2.46 -0.51 -1.27
C -1.20 1.61 1.72
C 0.85 0.68 -0.67
C 0.66 3.30 0.87
H -0.56 0.82 -0.13
H 0.81 -1.13 -1.92
H 0.07 0.19 0.83
H 0.05 -0.39 -0.38
H -1.61 -0.75 -1.35
H 0.01 -1.40 -0.55
H 1.45 1.33 1.24
H -1.13 -0.27 0.51
H -0.17 -1.68 -0.10
H 1.24 -0.77 0.19
H 0.23 -0.29 0.30
H 2.07 -0.65 -0.38

Computed properties:
Structure (SMILES): CSC.CC
Electronic energy: -15176.326 eV
Relative energy (zero: lowest compared OMol25 entry of this formula, charge and spin): 31.8 kcal/mol
Net charge: 0
HOMO: -0.3105 hartree
Kohn-Sham gap: 9.52 eV
LUMO level: 1.07 eV



No. 4
Computed, not measured: 2 unconnected molecules or ions with the total composition C4H12S in a non-equilibrium geometry, with the ωB97M-V functional and the def2-TZVPD basis.

Atoms and positions in Å:
S -2.5475 -2.1249 -0.7027
C -2.4573 -0.3013 -1.0415
C 3.1920 1.4725 0.4454
C -2.0692 -2.1446 1.0355
C 2.0539 1.2210 -0.5562
H -2.5644 -1.4407 1.7085
H -2.2225 -3.1198 1.5092
H -1.9077 0.1492 -1.8508
H 1.6885 2.1351 -1.0149
H 2.2645 0.4569 -1.3127
H 2.8585 1.3430 1.4769
H -3.5372 -0.1365 -1.1390
H -2.3028 0.2033 -0.0791
H 4.0872 0.9536 0.1502
H -0.9717 -2.0867 1.0648
H 3.2985 2.5635 0.3906
H 1.1372 0.8565 -0.0844

Forces on the atoms, in the same order (eV/Å):
S 0.32 0.37 -0.14
C -2.17 -0.39 1.71
C -1.38 1.46 -0.40
C 1.15 -0.67 0.45
C -1.01 -0.78 0.16
H 0.09 0.26 -0.46
H -0.48 -0.13 -0.57
H 0.45 -0.50 -0.21
H 0.40 0.10 -0.42
H 0.21 0.39 -0.01
H 0.37 -0.67 -0.10
H 0.29 0.55 -0.73
H 0.67 -0.13 -0.32
H 0.38 -0.07 0.38
H -0.30 0.63 0.26
H 0.87 -0.23 0.08
H 0.14 -0.21 0.32

Computed properties:
Structure (SMILES): CSC.CC
Electronic energy: -15176.807 eV
Relative energy (zero: lowest compared OMol25 entry of this formula, charge and spin): 20.7 kcal/mol
Net charge: 0
HOMO: -0.3110 hartree
Kohn-Sham gap: 9.41 eV
LUMO level: 0.95 eV



No. 5
Computed, not measured: 2 unconnected molecules or ions with the total composition C4H12S in a non-equilibrium geometry, with the ωB97M-V functional and the def2-TZVPD basis.

Atoms and positions in Å:
S 0.8719 -2.1645 -0.7926
C -0.0873 2.7985 -0.1244
C -0.6428 -1.3099 1.3801
C -1.3793 3.5773 -0.4719
C 0.6964 -1.1585 0.7020
H -1.7835 4.0093 0.4459
H -0.2209 1.8337 0.3538
H -0.6237 -2.1873 2.0491
H -1.5279 -1.4939 0.7753
H -0.8837 -0.5426 2.1266
H 0.5071 3.3263 0.6303
H 0.8644 -0.1149 0.3822
H -0.4365 -2.2092 -1.1747
H -1.1597 4.3207 -1.2299
H -2.1259 2.8670 -0.8119
H 1.4195 -1.3984 1.4738
H 0.4630 2.7778 -1.0660

Forces on the atoms, in the same order (eV/Å):
S -0.13 -0.54 -0.15
C 0.04 1.08 -0.03
C -0.81 -1.00 1.63
C 0.32 -0.98 1.19
C -0.68 1.29 -0.28
H -0.08 0.36 -0.26
H -0.37 -0.34 -0.51
H 0.17 -0.10 -0.43
H 0.16 0.41 -0.46
H 0.22 0.42 -0.54
H 0.06 0.30 -0.38
H -0.04 -0.42 0.31
H 0.57 0.18 0.34
H -0.24 0.18 0.06
H -0.17 0.10 -0.41
H 0.56 -0.25 -0.43
H 0.42 -0.68 0.35

Computed properties:
Structure (SMILES): CCS.CC
Electronic energy: -15177.266 eV
Relative energy (zero: lowest compared OMol25 entry of this formula, charge and spin): 10.1 kcal/mol
Net charge: 0
HOMO: -0.3308 hartree
Kohn-Sham gap: 9.94 eV
LUMO level: 0.94 eV



No. 6
Computed, not measured: 2 unconnected molecules or ions with the total composition C4H12S, with the ωB97M-V functional and the def2-TZVPD basis.

Atoms and positions in Å:
S 2.9947 1.2897 1.4439
C -3.3336 0.3989 -0.6833
C 4.1258 -0.1139 1.6092
C -3.2458 -0.8721 -1.5371
C 1.7276 0.5792 0.3561
H 2.1525 -0.0624 -0.4053
H 0.9690 0.0886 0.9644
H -2.5488 -0.8439 -2.3678
H -4.1915 0.3121 -0.0295
H -4.2195 -1.1360 -1.9419
H 3.5869 -1.0500 1.7031
H -3.3966 1.3014 -1.2947
H 1.2456 1.4417 -0.1006
H 4.7969 -0.1405 0.7588
H -2.9262 -1.7171 -0.9184
H -2.4444 0.4818 -0.0665
H 4.7074 0.0426 2.5098

Forces on the atoms, in the same order (eV/Å):
S 0.03 -0.16 -0.05
C 0.44 -0.42 -0.55
C -0.12 0.29 -0.06
C -0.11 -0.33 0.36
C -0.14 0.63 0.57
H 0.01 -0.10 -0.08
H 0.11 -0.33 -0.18
H 0.16 0.35 -0.10
H -0.19 0.25 0.16
H -0.11 0.01 -0.12
H -0.10 -0.10 0.02
H -0.19 -0.06 0.10
H 0.00 -0.07 -0.23
H 0.10 -0.17 -0.13
H -0.11 0.06 -0.01
H 0.11 0.14 0.15
H 0.10 0.02 0.13

Computed properties:
Structure (SMILES): CSC.CC
Electronic energy: -15177.531 eV
Relative energy (zero: lowest compared OMol25 entry of this formula, charge and spin): 4.0 kcal/mol
Net charge: 0
HOMO: -0.3110 hartree
Kohn-Sham gap: 9.36 eV
LUMO level: 0.90 eV



No. 7
Computed, not measured: 2 unconnected molecules or ions with the total composition C4H12S in a non-equilibrium geometry, with the ωB97M-V functional and the def2-TZVPD basis.

Atoms and positions in Å:
S 0.6551 3.0177 -2.4843
C -1.1365 -1.0422 1.8025
C 0.6293 0.3782 -1.5001
C -0.1164 1.3874 -2.3622
C 0.1537 -1.4331 2.4812
H -1.0941 -1.3051 0.7428
H 1.1550 0.6783 -0.5939
H 0.3095 -1.1760 3.5248
H -1.0913 1.5803 -1.9556
H -1.9753 -1.6158 2.1908
H -0.0998 -0.3057 -1.1338
H 1.2681 -0.3613 -1.9952
H -1.4648 -0.0040 1.8716
H 1.0123 -1.0378 1.9215
H 0.3581 -2.5030 2.4174
H -0.2014 0.9120 -3.3256
H 1.6387 2.8302 -1.6020

Forces on the atoms, in the same order (eV/Å):
S 0.26 0.34 -0.39
C -0.80 -0.41 -0.10
C 0.18 -1.08 0.41
C 0.93 -0.27 0.57
C 1.31 -0.14 -0.52
H 0.08 0.12 0.02
H -0.02 0.69 -0.20
H -0.41 0.31 0.09
H -0.49 -0.18 0.12
H -0.10 -0.14 0.17
H -1.00 -0.51 0.55
H 0.35 0.81 -0.57
H 0.50 0.11 0.11
H -0.13 0.33 0.21
H -0.47 -0.19 0.02
H -0.21 0.30 -0.55
H 0.03 -0.10 0.05

Computed properties:
Structure (SMILES): CCS.CC
Electronic energy: -15177.236 eV
Relative energy (zero: lowest compared OMol25 entry of this formula, charge and spin): 10.8 kcal/mol
Net charge: 0
HOMO: -0.3299 hartree
Kohn-Sham gap: 9.97 eV
LUMO level: 1.00 eV



Which value of net charge does entry 4 give?
0



What is the formula in the sixth record?
C4H12S